No. 1
Molecular formula: C5H40N3O12
Method: DFT, wB97M-V/def2-TZVPD

```
60
Properties=species:S:1:pos:R:3
C 0.21739 0.20593 -0.58845
N -0.89076 -0.53194 -1.33310
C -0.41924 -1.94960 -1.49864
C -0.99496 -3.03653 -0.59999
C -2.49393 -3.17714 -0.84227
N -3.26937 -2.33947 0.15193
C -0.23076 1.62315 -0.29497
N 0.80895 2.54699 0.21025
H 1.03387 0.18668 -1.33300
H 0.49098 -0.24559 0.38376
H -1.76463 -0.49509 -0.84942
H 0.67499 -2.03178 -1.29489
H -0.25377 -2.23004 -2.52650
H -0.41887 -3.94197 -0.81221
H -0.77604 -2.71143 0.41884
H -2.74377 -2.95138 -1.88850
H -2.91110 -4.22963 -0.70996
H -2.61572 -1.90164 0.82760
H -3.84247 -2.93692 0.73097
H -0.55920 2.16622 -1.19105
H -1.16517 1.70804 0.21821
H 1.72284 2.23060 -0.14536
H 0.79375 2.61457 1.26078
H 0.60556 3.54615 -0.17252
H 1.86582 0.02930 -3.53335
H 3.33499 -0.56406 -3.46239
O 2.61306 -0.18499 -2.93247
H -0.89660 2.83653 2.41271
H 0.51206 2.80094 3.20737
O -0.05202 3.27570 2.55438
H 3.21796 1.02588 -1.90960
H 4.18952 2.00171 -1.22106
O 3.39314 1.50451 -0.98560
H -2.53102 1.03385 -3.88284
H -1.52998 1.03625 -2.64620
O -1.82577 1.48505 -3.42488
H -4.93406 0.82677 -0.35109
H -4.71262 -0.58379 0.37080
O -4.66262 0.37802 0.44960
H 2.10842 -1.74558 1.87230
H 1.74531 -2.73640 2.96116
O 1.58387 -1.79053 2.69407
H 2.75810 1.50100 1.55095
H 3.59232 0.84834 0.52248
O 3.33962 0.72922 1.46124
H -0.25397 1.10630 -4.50580
H -0.26805 -0.24995 -3.84767
O 0.33871 0.39579 -4.20944
H 2.73543 -1.12350 -0.27830
H 3.63075 -1.38379 0.96673
O 3.27221 -1.79446 0.17085
H 2.32944 1.23895 3.77071
H 0.98951 0.56793 3.55059
O 1.40183 1.30463 4.02254
H -3.19724 1.16177 1.31436
H -1.94399 0.54894 1.80411
O -2.37688 1.42047 1.76066
H -1.29316 -1.79564 3.12414
H -0.05554 -1.25849 2.51084
O -1.03661 -1.19666 2.41464
```

Its charge is 0. As for the spin multiplicity: 2. The expectation value of S² is 0.75. The calculation puts the HOMO-LUMO gap (alpha / beta) at 0.098 / 0.364 hartree.

Atomic partial charges in e from the Mulliken method, atoms 1 to 5:
1. C 1.663
2. N -0.042
3. C -0.641
4. C -0.573
5. C -0.708

---

No. 2
Molecular formula: C5H40O16
Method: DFT, wB97M-V/def2-TZVPD

```
61
Properties=species:S:1:pos:R:3
C -0.72349 0.28023 0.39093
C 0.23985 -0.60586 0.58786
C 1.13074 -0.52514 1.85432
C 1.87233 -1.60700 2.10573
C 2.98109 -1.70537 3.14918
H -1.48927 0.32288 -0.38899
H -0.71964 1.09366 1.03807
H 0.38178 -1.49287 0.01738
H 1.10630 0.51846 2.30955
H 2.00968 -2.60620 1.51588
H 2.73679 -1.38068 4.11669
H 3.85083 -1.20017 2.74625
H 3.12165 -2.75831 3.40606
H -0.48407 -4.10880 0.51783
H 0.38571 -3.80611 1.71951
O 0.46590 -4.20803 0.86944
H -2.46681 1.51812 3.73509
H -2.92697 0.10957 3.34076
O -2.53092 0.89460 2.95690
H 1.97727 -3.59063 -1.26863
H 0.70085 -3.37686 -0.51551
O 0.98809 -3.34389 -1.40600
H -1.81217 4.22117 1.41985
H -1.19642 3.44786 0.30278
O -1.91903 3.51894 0.84737
H -4.72419 -1.68948 1.11224
H -4.27032 -0.29832 0.91970
O -3.97870 -1.21031 1.05958
H 4.50054 1.18137 -1.19902
H 3.17372 0.36399 -1.04902
O 3.62334 1.13112 -0.82406
H 1.43875 -1.12700 -1.83758
H 2.95860 -1.70967 -2.25017
O 2.43562 -1.16013 -1.57705
H 0.15880 -0.10107 -3.79294
H -0.05355 0.92425 -2.51528
O 0.33106 0.07657 -2.87199
H -1.31409 -2.52660 -2.91788
H -0.35093 -1.39775 -2.47339
O -1.06253 -2.02448 -2.23251
H -3.26737 1.41669 -0.33598
H -3.16698 1.99781 1.17446
O -3.75469 1.41934 0.57172
H 1.78228 2.15225 -2.35576
H 3.00678 2.64178 -1.48680
O 2.42416 2.93744 -2.23015
H -2.16700 -2.20644 0.73028
H -1.59631 -2.68940 -0.63487
O -1.76622 -2.94318 0.20983
H 3.02306 2.39828 0.98173
H 1.71768 2.66491 1.68160
O 2.34405 3.13799 1.11583
H 0.94596 3.98449 -1.48345
H 1.03065 3.77792 0.06335
O 0.42838 3.93886 -0.63996
H -0.42754 2.37266 -1.17277
H -1.78496 1.93742 -1.79045
O -0.90552 2.18156 -2.00966
H -2.08846 -0.62588 -1.93759
H -3.49782 -0.45600 -1.38419
O -2.82632 -0.08059 -1.98612
```

Its charge is 0. The value obtained for the energy above the lowest of the compared OMol25 structures with the same formula, charge and spin is 2.6418 eV. As for the spin multiplicity: 1. The calculation puts the HOMO-LUMO gap at 0.328 hartree.

Atomic partial charges in e from the Mulliken method, atoms 1 to 5:
1. C 0.062
2. C 1.790
3. C -0.818
4. C -0.062
5. C -1.528

---

No. 3
Molecular formula: C5H41NO15
Method: DFT, wB97M-V/def2-TZVPD

```
62
Properties=species:S:1:pos:R:3
C 2.19713 0.53725 2.39477
O 2.57645 1.99628 2.43702
C 0.69860 0.36240 2.41078
C -0.15229 1.28498 1.51118
C -0.66596 0.70071 0.20558
C -2.58278 -0.50520 -0.70643
N -1.64651 -0.37163 0.37772
H 2.81082 0.15699 1.58023
H 2.84226 0.27636 3.22465
H 1.78625 2.51866 2.70057
H 0.33848 0.37545 3.44467
H 0.38460 -0.63987 2.08949
H -1.05436 1.64092 2.04039
H 0.41588 2.18879 1.31525
H -1.18131 1.48372 -0.35185
H 0.16474 0.37787 -0.45761
H -3.29789 0.30747 -0.81930
H -2.12868 -0.72804 -1.68032
H -3.23616 -1.34031 -0.48023
H -1.22914 -1.24366 0.65210
H 2.42113 1.44253 -2.57211
H 2.87920 0.31974 -3.61882
O 2.15252 0.70568 -3.12541
H -1.11127 -2.80073 3.52869
H -1.23033 -2.50716 2.18048
O -0.83173 -3.22572 2.69908
H 2.37129 2.28015 -0.50066
H 3.14587 1.97020 0.68914
O 3.19123 1.80378 -0.28105
H 0.49019 3.79570 -1.16802
H 0.44457 2.58807 -2.23898
O 0.99935 3.20239 -1.71905
H 0.52406 -4.31064 1.75066
H 2.06363 -3.98088 1.51065
O 1.17080 -3.89231 1.17874
H -3.24255 -1.17578 2.89044
H -2.28308 -0.30677 2.28717
O -2.47722 -0.66300 3.18715
H 0.47092 -0.15579 -4.11477
H 0.51872 -0.72004 -2.70099
O -0.05766 -0.62414 -3.47056
H 3.03645 -0.16279 -0.65407
H 3.23317 -1.47401 -1.29617
O 2.63331 -1.05020 -0.66986
H -0.88641 -2.74104 -3.39014
H -1.21486 -3.27337 -1.97571
O -1.29973 -3.46130 -2.91213
H -0.77803 2.03350 -4.02448
H -0.90365 0.91033 -2.87267
O -0.91798 1.86236 -3.11662
H 0.43532 -2.94518 -0.21813
H 0.64029 -1.48591 -0.59197
O 0.03646 -2.22425 -0.73395
H -2.74224 3.27064 -1.04389
H -1.48676 3.09580 -1.84597
O -1.87792 3.67937 -1.16706
H -0.31206 3.45045 2.81215
H 0.68753 4.48857 2.21298
O 0.57534 3.78929 2.86220
H -2.43399 -3.70891 -0.62535
H -2.41029 -3.94532 0.78831
O -2.66367 -3.23241 0.18205
```

Its charge is 0. The value obtained for the energy above the lowest of the compared OMol25 structures with the same formula, charge and spin is 3.0156 eV. As for the spin multiplicity: 1. The calculation puts the HOMO-LUMO gap at 0.328 hartree.

Atomic partial charges in e from the Mulliken method, atoms 1 to 5:
1. C -0.526
2. O -0.734
3. C 0.222
4. C -1.088
5. C 0.779

---

No. 4
Molecular formula: C5H4AgO2
Method: DFT, wB97M-V/def2-TZVPD

```
12
Properties=species:S:1:pos:R:3
O 2.35858 -1.65152 0.92302
C 1.28965 -1.76298 0.57868
C 0.00090 -1.90111 0.10718
C -0.73720 -0.78013 -0.07599
C -1.81018 -0.04900 -0.02735
H -0.39607 -2.92097 0.06632
H -2.11636 0.41389 0.91520
H -2.21147 0.38731 -0.94699
C 0.58989 1.71863 -0.58164
O 1.71906 1.80693 -0.04403
Ag 0.74886 3.47568 0.68430
H 0.56435 1.26328 -1.59870
```

Its charge is +2. The value obtained for the energy above the lowest of the compared OMol25 structures with the same formula, charge and spin is 0.0000 eV. As for the spin multiplicity: 2. The expectation value of S² is 0.76. The calculation puts the HOMO-LUMO gap (alpha / beta) at 0.326 / 0.343 hartree.

Atomic partial charges in e from the Mulliken method, atoms 1 to 5:
1. O -0.024
2. C 0.636
3. C -0.379
4. C 0.185
5. C -0.494

---

No. 5
Molecular formula: C5H4AuBrNO
Method: DFT, wB97M-V/def2-TZVPD

```
13
Properties=species:S:1:pos:R:3
Au -0.30626 -3.60578 0.13860
O 0.21471 2.55352 -0.31430
C 0.10580 1.25356 -0.10792
C 0.06794 0.65188 1.15554
C -0.04734 -0.71187 1.24109
N -0.12653 -1.50449 0.15994
C -0.09018 -0.92416 -1.05302
Br -0.20643 -2.09021 -2.52683
C 0.02334 0.42671 -1.23528
H 0.26694 3.06214 0.50367
H 0.12773 1.23759 2.06302
H -0.07911 -1.20650 2.20117
H 0.04939 0.85761 -2.22568
```

Its charge is +1. As for the spin multiplicity: 1. The calculation puts the HOMO-LUMO gap at 0.304 hartree.

Atomic partial charges in e from the Mulliken method, atoms 1 to 5:
1. Au 0.406
2. O -0.459
3. C 0.995
4. C -0.540
5. C -0.240

---

No. 6
Molecular formula: C5H4Br2N2O2
Method: DFT, wB97M-V/def2-TZVPD

```
15
Properties=species:S:1:pos:R:3
C 0.43243 -2.34498 -0.03685
C 0.68218 -1.02122 0.28735
C -0.65525 -0.33014 0.55429
C -2.30945 0.78898 -0.88311
C 2.39713 0.64114 0.54443
N 0.06199 -3.39675 -0.31912
N 1.84886 -0.59244 0.62328
O -1.10937 -0.15973 1.66630
O -1.20316 -0.12034 -0.67786
Br 3.66451 0.60397 -0.84952
Br 1.28833 2.33367 0.44992
H -3.00168 0.25539 -1.52026
H -2.05705 1.74031 -1.48630
H -2.94418 0.91399 0.07878
H 2.90472 0.68816 1.56868
```

Its charge is 0. The value obtained for the energy above the lowest of the compared OMol25 structures with the same formula, charge and spin is 0.4766 eV. As for the spin multiplicity: 1. The calculation puts the HOMO-LUMO gap at 0.330 hartree.

Atomic partial charges in e from the Mulliken method, atoms 1 to 5:
1. C 0.050
2. C 0.760
3. C 0.509
4. C -0.654
5. C -0.141

---

No. 7
Molecular formula: C5H4BrN
Method: DFT, wB97M-V/def2-TZVPD

```
11
Properties=species:S:1:pos:R:3
C 0.93114 -1.58445 -0.09455
C 0.66287 0.60186 -1.28947
C -0.33367 0.25549 0.95865
C 0.44945 -0.24166 -0.29128
C -1.78365 0.63219 1.13014
N 1.18787 -2.65403 0.17795
Br -2.87540 0.38671 -0.29605
H 0.57735 1.65525 -1.07410
H 1.05104 0.29751 -2.28442
H -0.26553 -0.43492 1.85667
H 0.39853 1.08605 1.20646
```

Its charge is 0. The value obtained for the energy above the lowest of the compared OMol25 structures with the same formula, charge and spin is 2.6652 eV. As for the spin multiplicity: 1. The calculation puts the HOMO-LUMO gap at 0.299 hartree.

Atomic partial charges in e from the Mulliken method, atoms 1 to 5:
1. C 0.089
2. C -0.736
3. C -0.576
4. C 0.649
5. C -0.374

---

No. 8
Molecular formula: C5H4Cl2INO
Method: DFT, wB97M-V/def2-TZVPD

```
14
Properties=species:S:1:pos:R:3
C -0.41910 -0.18026 -2.10646
C -0.98382 -0.94657 1.19158
C -1.07340 -0.29267 -1.12698
C -1.68049 -0.70859 0.04081
C 1.00077 0.29385 0.69670
N 2.31163 0.03107 0.36740
O 0.39861 -0.75975 1.27499
Cl -0.73692 2.67999 -1.61343
Cl 0.37884 1.78167 0.54203
I -3.75458 -1.19380 0.07924
H 0.24895 0.44147 -2.76023
H -1.37921 -1.37443 2.01078
H 2.91065 0.88106 0.39974
H 2.77806 -0.65303 1.00383
```

Its charge is 0. The value obtained for the energy above the lowest of the compared OMol25 structures with the same formula, charge and spin is 4.2011 eV. As for the spin multiplicity: 1. The calculation puts the HOMO-LUMO gap at 0.240 hartree.

Atomic partial charges in e from the Mulliken method, atoms 1 to 5:
1. C 0.314
2. C -0.337
3. C -0.398
4. C -0.291
5. C 0.459